# 1
74
Properties=species:S:1:pos:R:3:forces:R:3 method="wB97M-V/def2-TZVPD" spin_multiplicity=1 charge=+1 relative_energy_kcal_mol=10.27 gap_ev=6.35 total_energy_ha=-2797.04807
Zr -0.3676 0.3121 0.5042 -0.3 0.0 0.0
C 2.8055 3.3356 5.1173 0.0 0.0 0.0
C 2.8499 3.6808 3.6363 0.0 0.0 0.0
N 1.5501 3.5300 2.9888 0.0 0.0 0.0
C 1.0572 2.3634 2.5721 0.1 0.0 0.1
S -0.5715 2.4046 1.9199 -0.1 0.0 0.1
N 1.7916 1.2855 2.7215 0.0 0.0 0.0
N 1.1944 0.1676 2.2182 0.0 0.0 0.0
C 1.6977 -0.9695 2.5694 0.0 0.2 -0.1
C 2.8677 -1.0858 3.4836 0.0 0.0 0.0
C 1.0161 -2.1546 2.0156 0.1 0.0 0.0
C 1.3835 -3.4500 2.3404 0.0 0.1 0.0
C 0.6342 -4.5078 1.8485 0.0 0.0 0.0
C -0.4694 -4.2424 1.0586 0.0 0.0 0.0
C -0.7578 -2.9248 0.7540 0.0 0.0 0.0
N -0.0263 -1.9023 1.1995 0.0 -0.1 0.0
H 3.7998 3.4277 5.5541 0.0 0.0 0.0
H 2.1339 4.0060 5.6537 0.0 0.0 0.0
H 2.4592 2.3124 5.2591 0.0 0.0 0.0
H 3.1542 4.7162 3.4896 0.0 0.0 0.0
H 3.5589 3.0434 3.1099 0.0 0.0 0.0
H 0.9576 4.3355 2.8822 0.0 0.0 0.0
H 2.9195 -0.2077 4.1198 0.0 0.0 0.0
H 2.8135 -1.9805 4.0990 0.0 0.0 0.0
H 3.7896 -1.1243 2.8971 0.0 0.0 0.0
H 2.2394 -3.6271 2.9724 0.0 0.0 0.0
H 0.9053 -5.5257 2.0935 0.0 0.0 0.0
H -1.0958 -5.0340 0.6748 0.0 0.0 0.0
H -1.6085 -2.6750 0.1370 0.0 0.0 0.0
S 1.6659 0.9083 -0.7395 0.2 0.0 0.0
C 0.9529 1.4840 -2.2469 0.1 0.0 0.0
N 1.7164 1.5859 -3.2837 0.0 0.0 0.0
N 1.2689 1.9676 -4.4725 -0.1 -0.1 -0.1
C -0.0256 1.6579 -5.0260 0.1 0.2 0.1
C -0.4886 0.3477 -5.0208 0.0 -0.1 0.0
C -1.6971 0.0510 -5.6335 0.0 0.0 0.0
C -2.4316 1.0543 -6.2562 0.0 0.0 0.0
C -1.9551 2.3567 -6.2630 0.0 0.0 0.0
C -0.7517 2.6641 -5.6392 0.0 0.0 0.0
N -0.3491 1.9557 -2.2997 0.0 0.0 0.0
N -1.0574 1.8072 -1.2851 0.0 0.1 -0.1
C -2.3907 2.3217 -1.4707 0.0 0.0 0.1
C -3.0827 2.8593 -0.3946 0.0 0.0 0.0
C -4.3812 3.3111 -0.5752 0.0 0.0 0.0
C -4.9940 3.2086 -1.8161 0.0 0.0 0.0
C -4.2974 2.6612 -2.8870 0.0 0.0 0.0
C -2.9965 2.2224 -2.7196 0.1 0.0 0.0
H 2.0143 1.9377 -5.1522 0.0 0.0 0.1
H 0.1066 -0.4299 -4.5559 0.0 0.0 0.0
H -2.0501 -0.9728 -5.6613 0.0 0.0 0.0
H -3.3656 0.8155 -6.7474 0.0 0.0 0.0
H -2.5206 3.1392 -6.7512 0.0 0.0 0.0
H -0.3723 3.6770 -5.6251 0.0 0.0 0.0
H -2.6119 2.9565 0.5711 0.0 0.0 0.0
H -4.9142 3.7463 0.2595 0.0 0.0 0.0
H -6.0105 3.5544 -1.9480 0.0 0.0 0.0
H -4.7690 2.5720 -3.8572 0.0 0.0 0.0
H -2.4487 1.7815 -3.5412 0.0 0.0 0.0
O -0.8206 -0.8881 -1.4457 0.0 0.0 0.0
C -1.9006 -1.1097 -2.0052 0.0 0.0 0.1
C -3.2062 -0.8737 -1.4579 0.0 -0.1 0.0
C -4.3142 -1.1347 -2.2738 0.0 0.0 0.0
C -5.5703 -0.9409 -1.7713 0.0 0.0 0.0
C -5.7741 -0.5221 -0.4536 0.0 0.0 0.0
C -4.6972 -0.2717 0.3607 0.0 0.0 0.0
C -3.3881 -0.4156 -0.1274 -0.1 0.0 0.0
O -2.3654 -0.1388 0.6437 0.1 0.2 -0.1
N -6.7312 -1.1724 -2.6424 0.0 0.0 0.0
O -6.5086 -1.5011 -3.7903 0.0 0.0 0.0
O -7.8304 -1.0121 -2.1578 0.0 0.0 0.0
H -1.8672 -1.5505 -3.0100 0.0 0.0 0.0
H -4.1861 -1.4674 -3.2957 0.0 0.0 0.0
H -6.7871 -0.3938 -0.0992 0.0 0.0 0.0
H -4.8291 0.0694 1.3781 0.0 0.0 0.0

# 2
71
Properties=species:S:1:pos:R:3:forces:R:3 method="wB97M-V/def2-TZVPD" spin_multiplicity=2 charge=-1 relative_energy_kcal_mol=34.16 gap_ev="6.01 / 6.97" s2=1.08 total_energy_ha=-5842.13095
Fe -0.2457 -0.6147 0.3619 0.7 -1.7 0.0
O 0.6716 -2.3949 0.2746 0.0 0.2 -0.1
C 0.2858 -3.2691 -0.5837 0.0 0.0 0.1
C 1.2271 -4.1802 -1.1437 -0.1 0.0 0.1
C 0.8452 -5.1156 -2.0696 -0.1 -0.1 -0.1
C -0.4909 -5.2340 -2.5051 0.2 0.1 0.1
C -1.4239 -4.3896 -1.9563 0.0 0.0 0.0
C -1.0709 -3.4236 -1.0019 -0.4 0.3 0.1
C -2.1363 -2.6487 -0.3993 0.2 -0.7 -0.4
N -1.9771 -1.7796 0.5170 -0.1 1.0 0.2
C -3.1600 -1.1438 1.0999 0.3 0.1 -0.1
C -2.8593 0.3552 1.2746 0.2 -0.2 -0.2
N -2.0169 0.7775 0.1535 0.7 0.2 0.1
C -2.6841 0.8838 -1.0932 0.1 -0.2 -0.1
C -2.0396 0.8217 -2.3432 -0.1 0.0 0.2
C -2.6765 1.3965 -3.4721 0.0 0.0 0.0
C -2.0885 1.4181 -4.7127 0.1 -0.1 0.1
C -0.8141 0.8441 -4.8660 -0.1 0.0 0.0
C -0.1869 0.2260 -3.8064 -0.1 0.0 0.1
C -0.7798 0.1438 -2.5222 -0.2 0.1 -0.3
O -0.2276 -0.5849 -1.6106 0.0 0.1 0.1
H 2.2546 -4.0982 -0.8093 0.0 0.0 0.0
H 1.5973 -5.7828 -2.4795 0.0 0.0 0.0
H -0.7734 -5.9740 -3.2410 0.0 0.0 0.0
H -2.4665 -4.4624 -2.2560 0.0 0.0 0.0
H -3.1530 -2.8688 -0.7455 0.0 -0.2 0.0
H -4.0396 -1.2979 0.4693 0.0 0.0 -0.1
H -3.3737 -1.5814 2.0779 0.0 0.0 0.0
H -3.7818 0.9416 1.2747 -0.1 0.1 0.0
H -2.3215 0.5607 2.1986 0.0 -0.1 0.0
H -3.7413 1.1140 -1.0011 0.0 0.1 -0.1
H -3.6488 1.8592 -3.3273 0.0 0.0 0.0
H -2.5922 1.8812 -5.5522 0.0 0.0 0.0
H -0.3223 0.8765 -5.8325 0.0 0.0 0.0
H 0.7785 -0.2505 -3.9373 0.0 0.0 0.0
C 1.8535 3.8859 2.2115 0.2 0.0 0.5
Si 1.1109 3.7947 0.5301 -0.3 -0.1 -0.2
C 0.4242 5.4606 0.0987 -0.2 0.5 -0.1
C 2.3494 3.3263 -0.7481 0.2 -0.2 -0.3
C -0.3098 2.6407 0.5339 0.3 -0.6 -0.1
C -0.9585 1.6186 0.3753 -1.4 1.3 0.2
H 2.6025 4.6858 2.2241 0.0 -0.1 0.1
H 2.3528 2.9576 2.4974 0.0 0.0 0.0
H 1.0920 4.1222 2.9636 0.1 0.0 0.0
H 1.2295 6.1983 0.0124 -0.1 0.0 0.0
H -0.2745 5.8021 0.8692 0.0 0.0 -0.1
H -0.1119 5.4228 -0.8548 0.0 0.0 0.1
H 3.0863 4.1253 -0.8819 0.0 0.0 0.0
H 1.8512 3.1401 -1.7052 0.1 0.0 0.1
H 2.8676 2.4126 -0.4602 0.0 0.0 0.0
N 2.5830 -0.6277 -1.3906 0.5 -0.3 -0.1
C 2.6095 -0.2773 -0.0837 -0.2 -0.1 -0.2
O 1.5775 0.2864 0.3763 -0.3 0.3 0.6
C 3.7643 -0.4834 0.7139 0.4 0.0 0.0
C 4.9289 -1.1034 0.1716 -0.4 0.3 0.5
N 5.8705 -1.6138 -0.2648 0.0 0.0 -0.1
C 3.7028 -0.1072 2.0835 0.0 -0.3 -0.3
N 3.6152 0.1777 3.2018 0.0 0.1 -0.1
H 3.2494 -1.3158 -1.7042 0.0 0.0 0.0
H 1.6373 -0.6819 -1.7595 -0.1 -0.1 0.0
Br -1.0938 -0.3896 6.9099 -0.1 0.0 0.3
C -0.5921 -0.5341 5.1013 -0.1 0.0 0.3
C -0.7891 -1.7220 4.4353 0.1 -0.4 -0.5
C -0.4312 -1.7708 3.0933 0.0 -0.3 0.2
N 0.0709 -0.7263 2.4371 -0.9 0.2 -0.2
C 0.3110 0.3846 3.1239 0.4 0.3 0.2
C -0.0140 0.5366 4.4689 0.3 0.2 -0.5
H -1.2009 -2.5900 4.9288 0.0 0.0 0.0
H -0.5349 -2.6757 2.5053 -0.1 0.1 0.0
H 0.8059 1.1714 2.5707 -0.1 0.0 0.0
H 0.1968 1.4638 4.9810 0.0 0.0 0.0

# 3
74
Properties=species:S:1:pos:R:3:forces:R:3 method="wB97M-V/def2-TZVPD" spin_multiplicity=1 charge=-1 relative_energy_kcal_mol=42.96 gap_ev="5.24 / 5.24" total_energy_ha=-4732.97808
La 0.3573 0.0784 -0.3643 0.6 1.2 -0.1
O -1.4505 4.4168 -2.9715 -0.5 2.6 -2.7
C -1.2066 3.3202 -2.2782 -0.4 -1.4 2.8
O -1.0015 2.2186 -3.0337 -0.8 -2.9 -0.8
C -1.2102 3.3665 -0.9049 -0.5 -0.5 -3.6
C -1.2728 4.6509 -0.3739 -0.5 2.6 4.2
C -1.4036 4.7374 1.0142 -0.3 0.6 -1.6
C -1.7297 3.5742 1.7610 -0.5 -0.8 1.5
C -1.6089 2.3470 1.1634 -0.1 1.0 -0.7
N -1.2524 2.2496 -0.1323 0.4 -2.7 1.0
C -1.7529 1.0782 1.9548 1.4 1.5 -1.7
O -2.3292 1.1788 3.1184 -1.9 -0.2 1.2
O -1.2124 0.0537 1.5851 -0.3 -0.2 0.7
H -1.4736 4.2368 -3.9343 0.3 0.0 1.0
H -1.2963 5.5579 -0.9892 0.5 -0.6 0.3
H -1.3495 5.6515 1.6125 -0.1 0.0 -0.7
H -2.1297 3.6702 2.7906 0.7 0.0 -0.6
H -3.0322 1.8729 3.0810 1.0 -0.4 0.1
F 2.8423 5.7230 1.4034 -1.0 -1.0 -0.1
C 2.5177 4.3886 1.6788 2.3 -0.3 0.1
C 1.9918 3.5069 0.7470 0.1 0.7 2.0
C 1.8380 2.1668 1.1338 -1.5 -1.1 -1.7
C 2.2791 1.6877 2.3475 1.0 1.2 1.1
C 3.0434 2.5803 3.1613 -0.6 0.5 -0.4
F 3.6705 2.1091 4.2820 0.3 0.6 -0.2
C 3.1751 3.9303 2.8408 -0.7 -0.6 0.0
C 2.0170 0.3268 2.8200 -0.8 -2.3 -0.4
C 2.1349 -0.0419 4.1717 0.3 3.3 1.2
C 2.0450 -1.3066 4.5820 -1.1 -4.1 -1.0
C 1.6456 -2.3088 3.5949 1.4 1.0 1.7
C 1.5654 -1.9389 2.2909 -0.1 1.0 1.5
N 1.6568 -0.6796 1.9586 1.1 3.7 -1.3
H 1.6343 3.9475 -0.1457 -0.4 -0.1 -1.1
H 3.7543 4.6484 3.4101 0.0 -0.3 0.1
H 2.2485 0.7751 4.9423 0.2 -1.2 -1.1
H 2.2959 -1.6630 5.5955 -0.5 0.5 -0.5
H 1.5296 -3.3378 3.8101 0.1 -0.9 0.6
H 1.4941 -2.5677 1.4626 -0.6 -1.5 -1.0
C 3.8902 -1.8122 -1.8524 -0.4 -0.2 -0.3
C 2.6613 -2.6790 -1.7294 0.1 -0.3 -2.2
C 2.6825 -3.9395 -2.2861 0.5 -1.7 0.1
C 1.4943 -4.7688 -2.2656 0.0 2.3 0.5
C 0.3132 -4.1318 -1.9024 1.6 0.6 1.1
C 0.3632 -2.7713 -1.2986 -0.9 -2.7 -1.5
N 1.5292 -2.1182 -1.3037 -0.1 1.0 1.1
N -0.7295 -2.1893 -0.7894 -1.2 -1.1 0.5
Si -2.3109 -3.0420 -0.5602 1.6 0.6 0.1
C -2.2814 -4.7791 0.3319 0.4 0.9 0.4
C -3.2743 -1.8645 0.5291 -0.3 0.1 0.3
C -3.4525 -3.2593 -2.0737 1.3 0.6 -0.4
H 4.5029 -2.0633 -2.7468 -0.5 0.1 0.6
H 4.4769 -1.9818 -0.9732 0.7 0.2 0.6
H 3.5854 -0.7710 -1.8990 0.2 -0.1 0.0
H 3.6699 -4.3078 -2.6802 -1.3 0.2 0.5
H 1.5090 -5.8313 -2.4574 0.1 0.0 -0.4
H -0.6057 -4.6640 -1.7721 -0.4 -0.4 -0.2
H -2.8578 -4.5831 1.2601 0.1 -0.4 -0.5
H -1.3053 -5.1819 0.6563 -0.2 0.5 -0.2
H -2.7386 -5.5638 -0.2648 -0.3 0.0 0.0
H -2.8264 -1.5525 1.4917 -0.2 -0.5 -0.5
H -4.2499 -2.3393 0.7062 0.0 0.2 0.1
H -3.4583 -0.9431 -0.0372 0.0 -0.1 0.0
H -3.1083 -4.0144 -2.8043 0.0 0.5 0.2
H -3.5842 -2.2615 -2.5708 -0.1 -1.0 0.4
H -4.3601 -3.6340 -1.6439 -0.8 0.0 0.1
C -3.2819 1.3458 -3.5958 0.0 0.5 -0.3
C -1.9584 1.1410 -2.9564 2.4 0.6 0.6
O -1.5900 0.1193 -2.4253 -0.5 0.8 -0.5
H -3.3309 2.2647 -4.1939 0.1 -0.4 0.1
H -3.9753 1.4431 -2.7824 -0.6 0.0 0.4
H -3.5531 0.4630 -4.1785 0.1 0.1 0.1
Se 4.4638 1.6195 -3.3424 0.1 0.2 -0.4
C 2.8397 1.3403 -2.6863 -2.5 -0.6 2.0
N 1.8266 1.1056 -2.0896 2.6 0.7 -2.1